The following is a DFT calculation (ωB97M-V with the def2-TZVPD basis set) of the molecule C3H7NO2S at a distorted geometry.

```
14
Properties=species:S:1:pos:R:3
C 1.57680 -0.56405 -0.53743
C 0.55132 -0.90988 0.51622
O -0.75031 -1.02009 -0.12776
C -1.70210 -0.08150 -0.00128
S -3.29268 -0.49476 -0.21654
N -1.37622 1.22109 0.22643
O -0.17032 1.74453 -0.28236
H 2.60816 -0.35078 -0.04650
H 1.70709 -1.41868 -1.24094
H 1.29479 0.23183 -1.12950
H 0.76882 -1.92739 0.94315
H 0.54501 -0.25333 1.33435
H -2.17034 1.83441 0.10750
H 0.40998 1.98860 0.45465
```

Computed properties:
- orbital gap (eV) = 8.960
- E_LUMO (hartree) = 0.0159
- HOMO level (Eh) = -0.3134
- SMILES string = CCOC(=S)NO

---

The following is a DFT calculation (ωB97M-V with the def2-TZVPD basis set) of a cluster of 2 separate species, C3H7NO2S in total at a distorted geometry.

```
14
Properties=species:S:1:pos:R:3
C 0.10604 0.94054 0.69698
C -0.04307 -1.67717 -0.15898
C -0.56636 -0.37335 0.31306
N 1.39434 1.00030 0.45208
O -0.44742 1.73963 1.44139
O -1.79786 -0.33965 0.84974
S -0.82659 1.04322 -1.77991
H -0.19814 -1.76287 -1.25936
H 1.01573 -1.80980 0.08140
H -0.56816 -2.55988 0.37414
H 1.53438 0.36384 -0.35375
H 1.97336 1.93240 0.45766
H -2.03607 0.58170 1.04588
H 0.45983 0.92110 -2.16035
```

Computed properties:
- orbital gap (alpha / beta) (eV) = 7.963 / 7.965
- E_LUMO (alpha / beta) (hartree) = -0.0265 / -0.0265
- HOMO level (alpha / beta) (Eh) = -0.3191 / -0.3192

---

Calculated energy above the lowest of the compared OMol25 structures with the same formula, charge and spin, 305.16; 229.77 kJ/mol (same order as the records).